No. 1
The following is a DFT calculation (ωB97M-V with the def2-TZVPD basis set) of one molecule with the formula C6H12O in a non-equilibrium geometry.

Structure (ORCA input):
```
! wB97M-V def2-TZVPD RIJCOSX def2/J DEFGRID3
* xyz 0 1
C 2.7053 0.7086 0.0826
C 1.6192 -0.2950 -0.2482
O 0.6424 -0.2363 0.7706
C -0.4522 -1.0588 0.5075
C -1.7116 -0.8174 1.2324
C -1.6426 -0.5401 -0.2833
C -1.6857 1.0446 -0.6460
H 3.1603 0.4689 1.0485
H 2.2804 1.7153 0.1465
H 3.4839 0.7006 -0.6872
H 2.0395 -1.3133 -0.3171
H 1.1613 -0.0706 -1.2252
H -0.1394 -2.0808 0.2327
H -2.0083 0.2621 0.9534
H -2.2800 -1.6310 1.7130
H -2.1940 -1.1241 -1.0053
H -0.7252 1.2442 -1.1150
H -2.5198 1.2496 -1.3287
H -1.7644 1.8173 0.1663
*
```

The value obtained for the HOMO energy is -9.0 eV. As for the structure (SMILES): CCO[C@H]1C[C@H]1C. For the total energy, the calculation gives -310.91797 Ha. As for the relative energy (zero: lowest compared OMol25 entry of this formula, charge and spin): 3.845 eV.

For each atom in turn, the natural (NBO) charge in e is: atom 1 (C): -0.621, atom 2 (C): -0.061, atom 3 (O): -0.528, atom 4 (C): 0.072, atom 5 (C): -0.524, atom 6 (C): -0.252, atom 7 (C): -0.654, atom 8 (H): 0.214, atom 9 (H): 0.212, atom 10 (H): 0.210, atom 11 (H): 0.160, atom 12 (H): 0.160, atom 13 (H): 0.192, atom 14 (H): 0.313, atom 15 (H): 0.229, atom 16 (H): 0.218, atom 17 (H): 0.220, atom 18 (H): 0.219, atom 19 (H): 0.222

***

No. 2
The following is a DFT calculation (ωB97M-V with the def2-TZVPD basis set) of one molecule with the formula C6H12O.

Structure (ORCA input):
```
! wB97M-V def2-TZVPD RIJCOSX def2/J DEFGRID3
* xyz 0 1
C -0.4423 0.4857 -1.9773
C -0.3049 -0.5019 -0.8336
O -1.5648 -0.5943 -0.1779
C -1.3008 -1.1259 1.1040
C -0.0749 -0.3520 1.5792
C 0.7397 -0.1663 0.2806
C 1.3940 1.2111 0.1961
H -0.7310 1.4747 -1.6078
H 0.4967 0.5766 -2.5337
H -1.2183 0.1412 -2.6670
H -0.0507 -1.4940 -1.2453
H -2.1939 -0.9822 1.7168
H -1.0817 -2.2081 1.0414
H -0.3744 0.6269 1.9734
H 0.4869 -0.8688 2.3619
H 1.5311 -0.9242 0.2378
H 2.0733 1.3609 1.0442
H 1.9744 1.3339 -0.7259
H 0.6413 2.0067 0.2332
*
```

The value obtained for the HOMO energy is -9.7 eV. As for the structure (SMILES): C[C@@H]1OCC[C@@H]1C. For the total energy, the calculation gives -311.04535 Ha. As for the relative energy (zero: lowest compared OMol25 entry of this formula, charge and spin): 0.379 eV.

For each atom in turn, the natural (NBO) charge in e is: atom 1 (C): -0.624, atom 2 (C): 0.098, atom 3 (O): -0.529, atom 4 (C): -0.068, atom 5 (C): -0.425, atom 6 (C): -0.242, atom 7 (C): -0.607, atom 8 (H): 0.212, atom 9 (H): 0.209, atom 10 (H): 0.222, atom 11 (H): 0.159, atom 12 (H): 0.194, atom 13 (H): 0.155, atom 14 (H): 0.203, atom 15 (H): 0.213, atom 16 (H): 0.201, atom 17 (H): 0.213, atom 18 (H): 0.209, atom 19 (H): 0.205

***

No. 3
The following is a DFT calculation (ωB97M-V with the def2-TZVPD basis set) of one molecule with the formula C6H12O.

Structure (ORCA input):
```
! wB97M-V def2-TZVPD RIJCOSX def2/J DEFGRID3
* xyz 0 1
C -1.5760 1.3841 -0.1904
C -0.3635 0.9411 0.6051
O -0.0921 1.4373 1.6773
C 0.3840 -0.2601 0.0582
C -0.6283 -1.3501 0.5957
C 1.7798 -0.3223 0.6988
C 0.5511 -0.1763 -1.4858
H -1.8326 0.7006 -1.0058
H -1.3409 2.3643 -0.6119
H -2.4294 1.4961 0.4809
H -1.4032 -0.8992 1.2396
H -0.1270 -2.0738 1.2407
H -1.1780 -1.8694 -0.1948
H 2.4150 -1.0782 0.2211
H 2.2831 0.6464 0.5813
H 1.7250 -0.5223 1.7701
H 0.6474 0.8688 -1.8129
H -0.2833 -0.6117 -2.0453
H 1.4689 -0.6752 -1.8218
*
```

The value obtained for the HOMO energy is -9.3 eV. As for the structure (SMILES): CC(=O)C(C)(C)C. For the total energy, the calculation gives -311.04169 Ha. As for the relative energy (zero: lowest compared OMol25 entry of this formula, charge and spin): 0.479 eV.

For each atom in turn, the natural (NBO) charge in e is: atom 1 (C): -0.737, atom 2 (C): 0.628, atom 3 (O): -0.566, atom 4 (C): -0.169, atom 5 (C): -0.601, atom 6 (C): -0.599, atom 7 (C): -0.608, atom 8 (H): 0.218, atom 9 (H): 0.244, atom 10 (H): 0.241, atom 11 (H): 0.221, atom 12 (H): 0.226, atom 13 (H): 0.214, atom 14 (H): 0.205, atom 15 (H): 0.218, atom 16 (H): 0.224, atom 17 (H): 0.213, atom 18 (H): 0.210, atom 19 (H): 0.219

***

No. 4
The following is a DFT calculation (ωB97M-V with the def2-TZVPD basis set) of one molecule with the formula C6H12O in a non-equilibrium geometry.

Structure (ORCA input):
```
! wB97M-V def2-TZVPD RIJCOSX def2/J DEFGRID3
* xyz 0 1
C 1.7387 -0.3295 -1.0523
C 0.9731 0.4544 -0.0300
O 0.6562 1.7512 -0.5844
C -0.7735 1.5704 0.3814
C -0.4642 0.0659 0.3466
C -0.6027 -0.7199 1.6453
C -1.1972 -0.6509 -0.7996
H 2.7000 0.1596 -1.2353
H 1.9163 -1.3462 -0.6937
H 1.1868 -0.3687 -1.9956
H 1.5598 0.5624 0.8985
H -1.6428 1.8463 -0.2323
H 0.1850 2.2855 0.5219
H -0.1249 -0.1880 2.4734
H -0.1301 -1.7068 1.5481
H -1.6535 -0.8879 1.9076
H -0.7901 -1.6577 -0.9701
H -1.1154 -0.0925 -1.7383
H -2.2631 -0.7665 -0.5684
*
```

The value obtained for the HOMO energy is -8.9 eV. As for the structure (SMILES): C[C@H]1OCC1(C)C. For the total energy, the calculation gives -310.91014 Ha. As for the relative energy (zero: lowest compared OMol25 entry of this formula, charge and spin): 4.058 eV.

For each atom in turn, the natural (NBO) charge in e is: atom 1 (C): -0.631, atom 2 (C): 0.106, atom 3 (O): -0.604, atom 4 (C): -0.191, atom 5 (C): -0.133, atom 6 (C): -0.605, atom 7 (C): -0.618, atom 8 (H): 0.224, atom 9 (H): 0.211, atom 10 (H): 0.217, atom 11 (H): 0.171, atom 12 (H): 0.187, atom 13 (H): 0.383, atom 14 (H): 0.216, atom 15 (H): 0.210, atom 16 (H): 0.213, atom 17 (H): 0.214, atom 18 (H): 0.218, atom 19 (H): 0.212

***

No. 5
The following is a DFT calculation (ωB97M-V with the def2-TZVPD basis set) of one molecule with the formula C6H12O.

Structure (ORCA input):
```
! wB97M-V def2-TZVPD RIJCOSX def2/J DEFGRID3
* xyz 0 1
C 1.7730 -0.6699 -0.7856
C 0.7105 -0.0705 0.1515
O 1.2927 0.3697 1.3815
C 0.0294 1.1889 -0.4141
C -1.3501 1.1804 0.2394
C -1.7643 -0.2802 0.0543
C -0.4819 -1.0570 0.4125
H 2.6649 -0.9977 -0.2371
H 2.1039 0.0379 -1.5523
H 1.3623 -1.5468 -1.2907
H 1.9378 -0.2862 1.6679
H 0.6304 2.0783 -0.2008
H -0.0744 1.0939 -1.5026
H -1.2404 1.4000 1.3087
H -2.0519 1.9013 -0.1910
H -2.0237 -0.4492 -1.0005
H -2.6317 -0.5751 0.6536
H -0.4026 -1.9843 -0.1667
H -0.4839 -1.3335 1.4720
*
```

The value obtained for the HOMO energy is -10.0 eV. As for the structure (SMILES): CC1(O)CCCC1. For the total energy, the calculation gives -311.05142 Ha. As for the relative energy (zero: lowest compared OMol25 entry of this formula, charge and spin): 0.214 eV.

For each atom in turn, the natural (NBO) charge in e is: atom 1 (C): -0.628, atom 2 (C): 0.246, atom 3 (O): -0.730, atom 4 (C): -0.413, atom 5 (C): -0.405, atom 6 (C): -0.399, atom 7 (C): -0.431, atom 8 (H): 0.205, atom 9 (H): 0.216, atom 10 (H): 0.211, atom 11 (H): 0.464, atom 12 (H): 0.227, atom 13 (H): 0.197, atom 14 (H): 0.207, atom 15 (H): 0.209, atom 16 (H): 0.192, atom 17 (H): 0.211, atom 18 (H): 0.203, atom 19 (H): 0.216

***

No. 6
The following is a DFT calculation (ωB97M-V with the def2-TZVPD basis set) of one molecule with the formula C6H12O in a non-equilibrium geometry.

Structure (ORCA input):
```
! wB97M-V def2-TZVPD RIJCOSX def2/J DEFGRID3
* xyz 0 1
C -2.4898 -0.7997 0.3508
C -1.1418 -0.9308 -0.3468
C -0.1249 0.0919 0.2070
C -0.1567 1.5108 -0.4654
O -0.3346 2.6246 -0.0385
C 1.2923 -0.2923 -0.1957
C 2.4467 0.6162 0.2655
H -3.2665 -1.3849 -0.1502
H -2.4336 -1.1393 1.3925
H -2.7953 0.2508 0.3555
H -0.8103 -1.9867 -0.3009
H -1.2378 -0.7090 -1.4164
H -0.1609 0.1575 1.3099
H 0.4839 1.2859 -1.3706
H 1.4034 -0.6921 -1.2141
H 1.1845 -1.1537 0.4685
H 3.2240 0.7628 -0.4931
H 2.9119 0.1218 1.1183
H 2.1338 1.6172 0.5925
*
```

The value obtained for the HOMO energy is -9.5 eV. As for the structure (SMILES): CCC(C=O)CC. For the total energy, the calculation gives -311.00151 Ha. As for the relative energy (zero: lowest compared OMol25 entry of this formula, charge and spin): 1.572 eV.

For each atom in turn, the natural (NBO) charge in e is: atom 1 (C): -0.605, atom 2 (C): -0.393, atom 3 (C): -0.312, atom 4 (C): 0.456, atom 5 (O): -0.517, atom 6 (C): -0.425, atom 7 (C): -0.635, atom 8 (H): 0.212, atom 9 (H): 0.205, atom 10 (H): 0.210, atom 11 (H): 0.208, atom 12 (H): 0.202, atom 13 (H): 0.213, atom 14 (H): 0.084, atom 15 (H): 0.216, atom 16 (H): 0.224, atom 17 (H): 0.220, atom 18 (H): 0.217, atom 19 (H): 0.220